Record 1
Formula: C3H10N4
Source: the Open Molecules 2025 dataset
Level of theory: ωB97M-V/def2-TZVPD

Geometry as ORCA input:
```
! RIJCOSX wB97M-V def2-TZVPD def2/J DEFGRID3
* xyz 2 3
N 0.47 -0.12 -0.78
N -2.15 0.50 1.74
N 2.29 -0.66 -2.18
N 0.08 0.64 2.05
C -0.95 0.33 1.34
C 1.08 -0.81 -1.75
C -0.90 -0.09 -0.34
H 2.64 -1.21 -3.00
H -0.04 0.90 3.02
H -1.52 0.78 -0.83
H -3.00 0.34 1.00
H 1.03 0.39 1.75
H -2.38 0.83 2.66
H -1.37 -0.99 -0.60
H 0.49 -1.59 -2.12
H 3.13 -0.38 -1.69
H 0.96 0.63 -0.18
*
```

Calculated values
* E: -9211.3251 eV
* lowest unoccupied orbital energy (alpha / beta): -7.2 / -12.5 eV
* ΔE to the lowest compared entry with this formula, charge and spin: 139.3 kJ/mol
* orbital gap (alpha / beta): 0.2694 / 0.2762 Ha
* strongest force on any atom: 7.17 eV/A

---

Record 2
Formula: C3H10N4O
Source: the Open Molecules 2025 dataset
Level of theory: ωB97M-V/def2-TZVPD

Geometry as ORCA input:
```
! RIJCOSX wB97M-V def2-TZVPD def2/J DEFGRID3
* xyz 0 1
O 1.72 0.06 0.59
N -0.45 -0.72 -0.12
N -0.16 0.37 1.98
N 0.90 -1.77 1.48
N -1.45 -0.35 -2.11
C -0.04 1.45 -1.32
C -0.64 0.08 -1.10
C 0.46 -0.44 0.95
H -0.79 1.05 1.57
H -0.74 2.21 -0.97
H -1.82 0.31 -2.76
H -1.98 -1.18 -1.93
H 0.56 0.86 2.50
H 0.89 1.55 -0.78
H 0.15 1.61 -2.38
H 0.19 -2.46 1.28
H 2.17 -0.91 0.64
H 1.03 -1.73 2.48
*
```

Calculated values
* E: -11281.1401 eV
* lowest unoccupied orbital energy: 0.9 eV
* ΔE to the lowest compared entry with this formula, charge and spin: 102.3 kJ/mol
* orbital gap: 0.3700 Ha
* strongest force on any atom: 3.25 eV/A

---

Record 3
Formula: C3H10N4O
Source: the Open Molecules 2025 dataset
Level of theory: ωB97M-V/def2-TZVPD

Geometry as ORCA input:
```
! RIJCOSX wB97M-V def2-TZVPD def2/J DEFGRID3
* xyz 2 1
O 1.80 -0.98 -0.04
N -0.06 -2.02 -2.91
N -0.49 1.10 0.60
N 0.90 -1.77 -2.02
N -0.43 -0.88 -0.26
C -0.81 1.29 1.75
C -0.74 2.49 2.57
C 0.72 -1.18 -0.79
H -1.13 0.37 2.40
H 0.13 -2.63 -3.74
H 2.68 -1.42 -0.03
H -0.81 2.26 3.76
H 0.13 1.64 -0.04
H -1.60 3.09 2.40
H -1.33 -0.66 -0.75
H 0.19 3.03 2.27
H -0.81 -1.19 -3.05
H 1.63 -2.55 -2.12
*
```

Calculated values
* E: -11257.3523 eV
* lowest unoccupied orbital energy (alpha / beta): -11.8 / -11.8 eV
* ΔE to the lowest compared entry with this formula, charge and spin: 498.6 kJ/mol
* orbital gap (alpha / beta): 0.2066 / 0.2064 Ha
* strongest force on any atom: 5.58 eV/A

---

Record 4
Formula: C3H10N5
Source: the Open Molecules 2025 dataset
Level of theory: ωB97M-V/def2-TZVPD

Geometry as ORCA input:
```
! RIJCOSX wB97M-V def2-TZVPD def2/J DEFGRID3
* xyz 1 1
N 1.93 -0.05 0.63
N 0.61 -1.88 -0.17
N -3.29 -0.31 -0.20
N -0.54 -1.38 -0.03
N 1.73 -1.33 0.14
C -0.98 -0.20 0.54
C 2.05 0.97 -0.41
C -2.26 0.24 0.46
H 2.88 0.79 -1.09
H -0.25 0.36 1.10
H 2.52 -1.94 -0.07
H -1.26 -2.00 -0.39
H 2.19 1.93 0.09
H 1.12 1.01 -0.98
H -3.19 -1.13 -0.77
H 2.74 -0.04 1.25
H -2.50 1.16 0.98
H -4.19 0.13 -0.19
*
```

Calculated values
* E: -10714.2741 eV
* lowest unoccupied orbital energy (alpha / beta): -4.0 / -4.0 eV
* ΔE to the lowest compared entry with this formula, charge and spin: 303.7 kJ/mol
* orbital gap (alpha / beta): 0.2994 / 0.2993 Ha
* strongest force on any atom: 1.76 eV/A

---

Record 5
Formula: C3H10NO
Source: the Open Molecules 2025 dataset
Level of theory: ωB97M-V/def2-TZVPD

Geometry as ORCA input:
```
! RIJCOSX wB97M-V def2-TZVPD def2/J DEFGRID3
* xyz 0 2
O -3.38 0.37 0.25
N 1.25 -0.68 -1.24
C 1.54 1.27 0.17
C 0.59 -0.87 1.08
C 1.22 0.00 0.03
H 1.35 1.96 0.98
H 1.65 1.91 -0.73
H 1.31 -0.83 1.95
H -2.62 -0.14 -0.10
H 0.19 -0.89 -1.31
H 1.37 -0.03 -2.07
H -3.77 0.60 -0.59
H -0.43 -0.61 1.43
H 0.53 -1.84 0.62
H -1.36 -0.78 -1.17
*
```

Calculated values
* E: -6806.4884 eV
* lowest unoccupied orbital energy (alpha / beta): 1.2 / -2.4 eV
* ΔE to the lowest compared entry with this formula, charge and spin: 217.9 kJ/mol
* orbital gap (alpha / beta): 0.3703 / 0.2398 Ha
* strongest force on any atom: 2.50 eV/A

---

Record 6
Formula: C3H10NO
Source: the Open Molecules 2025 dataset
Level of theory: ωB97M-V/def2-TZVPD

Geometry as ORCA input:
```
! RIJCOSX wB97M-V def2-TZVPD def2/J DEFGRID3
* xyz 1 1
O 1.78 0.03 -0.71
N -0.22 0.04 0.31
C -1.07 -1.13 -0.07
C -0.68 1.23 -0.54
C 1.20 -0.26 0.45
H 1.22 -1.13 1.10
H -0.90 -1.41 -1.04
H -0.92 -2.10 0.54
H -2.07 -0.68 -0.05
H -1.32 1.85 0.07
H 0.19 1.84 -0.80
H 2.69 -0.24 -0.89
H 1.74 1.02 1.70
H -0.55 0.11 1.31
H -1.11 0.83 -1.41
*
```

Calculated values
* E: -6800.0037 eV
* lowest unoccupied orbital energy: -4.0 eV
* ΔE to the lowest compared entry with this formula, charge and spin: 415.6 kJ/mol
* orbital gap: 0.3677 Ha
* strongest force on any atom: 4.88 eV/A

---

Repeat the fourth record exactly.
Formula: C3H10N5
Source: the Open Molecules 2025 dataset
Level of theory: ωB97M-V/def2-TZVPD

Geometry as ORCA input:
```
! RIJCOSX wB97M-V def2-TZVPD def2/J DEFGRID3
* xyz 1 1
N 1.93 -0.05 0.63
N 0.61 -1.88 -0.17
N -3.29 -0.31 -0.20
N -0.54 -1.38 -0.03
N 1.73 -1.33 0.14
C -0.98 -0.20 0.54
C 2.05 0.97 -0.41
C -2.26 0.24 0.46
H 2.88 0.79 -1.09
H -0.25 0.36 1.10
H 2.52 -1.94 -0.07
H -1.26 -2.00 -0.39
H 2.19 1.93 0.09
H 1.12 1.01 -0.98
H -3.19 -1.13 -0.77
H 2.74 -0.04 1.25
H -2.50 1.16 0.98
H -4.19 0.13 -0.19
*
```

Calculated values
* E: -10714.2741 eV
* lowest unoccupied orbital energy (alpha / beta): -4.0 / -4.0 eV
* ΔE to the lowest compared entry with this formula, charge and spin: 303.7 kJ/mol
* orbital gap (alpha / beta): 0.2994 / 0.2993 Ha
* strongest force on any atom: 1.76 eV/A

---

Which value of strongest force on any atom does entry 1 give?
7.17 eV/A

---

Look up the E of the fifth one.
-6806.4884 eV

---

Please write out number 6 again, unchanged.
Formula: C3H10NO
Source: the Open Molecules 2025 dataset
Level of theory: ωB97M-V/def2-TZVPD

Geometry as ORCA input:
```
! RIJCOSX wB97M-V def2-TZVPD def2/J DEFGRID3
* xyz 1 1
O 1.78 0.03 -0.71
N -0.22 0.04 0.31
C -1.07 -1.13 -0.07
C -0.68 1.23 -0.54
C 1.20 -0.26 0.45
H 1.22 -1.13 1.10
H -0.90 -1.41 -1.04
H -0.92 -2.10 0.54
H -2.07 -0.68 -0.05
H -1.32 1.85 0.07
H 0.19 1.84 -0.80
H 2.69 -0.24 -0.89
H 1.74 1.02 1.70
H -0.55 0.11 1.31
H -1.11 0.83 -1.41
*
```

Calculated values
* E: -6800.0037 eV
* lowest unoccupied orbital energy: -4.0 eV
* ΔE to the lowest compared entry with this formula, charge and spin: 415.6 kJ/mol
* orbital gap: 0.3677 Ha
* strongest force on any atom: 4.88 eV/A